ORCA calculation (the ωB97M-V functional and the def2-TZVPD basis) on a structure of composition C39H29BrF4N12O3SiSr.

HOMO-LUMO gap (alpha / beta): 5.18 / 4.99 eV
LUMO energy (alpha / beta): 3.039 / 3.047 eV
Energy relative to the best compared isomer or geometry (same formula, charge and spin): 100.3 kcal/mol
Calculated total energy: -5679.9196 a.u.
Charge: -2
Strongest force on any atom: 3.30 eV Å⁻¹
Highest occupied orbital energy (alpha / beta): -2.14 / -1.95 eV

XYZ file:
```
90
Properties=species:S:1:pos:R:3:forces:R:3:lowdin_charge:R:1
Sr 0.29862 0.71839 -0.21386 -2.527 0.082 2.124 1.295
Br -4.59385 0.10313 5.72036 0.022 0.010 -0.003 0.664
C -3.47792 0.71388 4.30303 0.024 0.005 -0.033 -0.701
C -2.40516 1.55642 4.57361 -0.023 -0.014 0.037 -0.132
C -1.61834 2.00939 3.53891 -0.001 0.009 -0.062 -0.021
C -1.84057 1.64143 2.18515 -0.064 0.004 0.010 -0.412
O -1.07482 2.08098 1.24017 0.296 0.066 -0.033 -0.308
C -2.93765 0.75938 1.94871 0.013 -0.002 -0.056 -0.154
C -3.30211 0.27463 0.62570 -0.009 -0.057 0.002 -0.104
N -2.70984 0.59724 -0.45317 0.038 -0.035 -0.069 0.078
C -3.22856 0.26977 -1.73209 0.003 0.061 0.048 -0.209
C -4.59216 0.20207 -1.94534 -0.088 0.026 0.000 -0.038
C -5.30265 0.20803 -3.18425 0.072 0.003 0.089 -0.119
C -4.83460 0.36326 -4.42887 -0.033 0.023 -0.041 -0.156
C -2.42691 0.01642 -4.19544 0.027 0.013 0.048 -0.338
C -1.26104 0.54431 -5.00559 -0.047 -0.079 -0.020 0.006
C -0.16129 1.06449 -4.48236 -0.145 0.043 0.276 -0.079
C 0.00209 1.08446 -2.98551 0.877 0.120 -0.299 -0.424
N -0.93402 0.26556 -2.28192 0.625 -0.267 0.273 -0.175
C -2.21552 0.24579 -2.71939 0.319 0.120 -0.107 -0.170
C -3.72779 0.31798 3.01115 -0.050 -0.056 0.061 -0.103
H -2.18444 1.84417 5.59395 0.004 0.000 -0.003 0.098
H -0.77901 2.65749 3.76032 0.003 0.014 -0.002 0.093
H -4.16522 -0.40631 0.61382 -0.025 0.028 0.004 0.120
H -5.21552 0.27647 -1.06255 -0.005 -0.004 -0.016 0.088
H -6.37721 0.07593 -3.12844 -0.004 0.006 0.009 0.094
H -5.50157 0.33570 -5.28039 0.035 0.024 -0.025 0.107
H -1.43694 0.53061 -6.07500 0.032 0.000 -0.002 0.117
H 0.58936 1.52552 -5.11469 -0.006 -0.021 -0.061 0.092
H -0.17153 2.14498 -2.66272 0.091 0.018 -0.318 0.111
H -4.54786 -0.36175 2.80855 0.006 0.008 -0.020 0.101
N 1.01788 -2.37309 -3.15292 0.069 -0.048 0.162 0.023
N 0.16912 -3.49531 -3.36160 -0.118 -0.014 0.052 -0.038
C -1.16398 -3.16253 -3.62220 0.077 0.112 -0.017 -0.433
N -2.12017 -4.05140 -3.22520 -0.066 0.039 -0.057 0.161
N -1.30886 -2.05008 -4.25720 0.075 -0.051 -0.041 0.133
N -2.52605 -1.46495 -4.40004 -0.027 0.007 -0.033 -0.165
O -3.63491 -2.07209 -4.21186 0.050 -0.045 0.022 -0.056
O -3.54667 0.61163 -4.82941 -0.054 -0.098 0.033 -0.010
H 0.44400 -1.68975 -2.64000 0.116 0.112 -0.137 0.050
H 1.13197 -1.94848 -4.06774 -0.019 -0.037 -0.038 0.061
H 0.28445 -4.16473 -2.61523 0.004 -0.031 -0.032 0.114
H -1.95218 -4.52756 -2.35301 -0.015 0.036 0.016 0.097
H -3.05239 -3.66797 -3.36708 -0.001 -0.051 0.033 0.073
C 2.70858 -0.23138 -1.13570 -0.321 0.377 -0.463 -0.216
Si 1.97536 1.04028 -2.44517 -0.367 -0.520 -0.409 0.605
C 2.13804 2.70085 -1.58860 0.135 0.560 0.091 -0.207
C 3.05950 0.96746 -3.95486 0.285 -0.028 -0.352 -0.259
C 3.37427 2.10734 -4.70580 -0.090 -0.113 0.177 -0.099
C 4.13447 2.02130 -5.86242 -0.005 -0.002 0.006 -0.091
C 4.59534 0.78747 -6.29618 0.042 0.007 -0.056 -0.095
C 4.29499 -0.35668 -5.57305 -0.008 -0.024 0.018 -0.081
C 3.53716 -0.26811 -4.41476 -0.102 0.165 0.094 -0.094
H 3.07664 0.35952 -0.28413 0.066 -0.100 -0.126 0.032
H 3.56698 -0.68407 -1.62830 0.047 -0.048 0.099 0.031
H 2.11465 -1.05704 -0.71912 0.050 0.082 -0.327 0.018
H 3.09877 2.80108 -1.07861 0.031 0.037 -0.070 0.051
H 1.36506 2.98248 -0.85673 0.127 -0.153 -0.127 0.016
H 2.06067 3.48981 -2.34229 0.087 0.005 -0.009 0.038
H 3.01778 3.07821 -4.38121 0.013 0.020 -0.022 0.095
H 4.36646 2.91579 -6.42671 -0.004 0.010 0.009 0.099
H 5.18979 0.71791 -7.19887 -0.007 -0.001 0.001 0.098
H 4.65133 -1.32142 -5.91128 -0.007 -0.006 0.006 0.103
H 3.30463 -1.17231 -3.86261 0.021 -0.021 -0.006 0.084
N -0.38387 -1.77453 2.49801 -0.028 0.042 -0.006 -0.069
C -0.14501 -0.97283 1.69282 0.307 -0.351 -0.107 -0.386
C 1.32066 3.53614 2.19024 0.121 -0.046 -0.019 -0.087
H 0.28956 3.54254 1.84071 -0.029 0.002 -0.013 0.053
H 1.95902 4.09584 1.50568 -0.010 0.007 0.009 0.071
H 1.39917 3.96514 3.18983 -0.027 -0.009 0.009 0.088
F 2.50436 -1.84604 3.67463 0.042 -0.015 -0.018 0.089
C 1.85912 -1.47174 4.78525 0.024 -0.008 0.068 -0.193
C 1.39205 -2.44401 5.63878 0.001 0.002 -0.039 -0.158
F 1.57466 -3.72327 5.27523 0.012 -0.025 -0.018 0.087
C 0.78422 -2.15785 6.87494 -0.054 -0.064 0.099 -0.057
C 0.65920 -0.77963 7.13582 0.007 0.035 -0.008 -0.154
C 1.14005 0.18748 6.28560 -0.096 0.021 0.004 -0.166
F 1.01128 1.48241 6.64371 0.002 -0.010 -0.008 0.082
C 1.75733 -0.11900 5.08293 -0.008 0.087 -0.046 -0.081
C 2.45407 0.90526 4.26728 0.102 -0.024 0.108 -0.145
C 2.00247 1.53611 3.19731 0.165 -0.176 -0.110 -0.033
N 1.78020 2.13463 2.16919 -0.074 0.197 -0.063 0.060
C 3.79991 1.26999 4.62892 -0.023 -0.041 -0.120 -0.183
N 4.87313 1.57182 4.91914 -0.005 0.000 0.012 0.131
F 0.05354 -0.36393 8.26486 0.001 0.013 -0.008 0.078
C 0.35352 -3.16982 7.79706 -0.042 -0.092 0.073 -0.213
C 0.39163 -4.56104 7.51940 0.019 0.088 -0.014 -0.274
N 0.39574 -5.70986 7.37833 -0.005 0.017 -0.002 0.090
C -0.06998 -2.88656 9.12107 0.071 0.035 -0.071 -0.278
N -0.39468 -2.72929 10.22129 -0.018 -0.008 -0.021 0.088
```
Positions in Å, forces in eV/Å.